# C11H24BCl6NO6

4 unconnected molecules or ions with the total composition C11H24BCl6NO6 (ωB97M-V/def2-TZVPD, OMol25).

E_LUMO = 0.23 eV
E = -3725.63651 a.u.
molecular weight = 489.8 g mol⁻¹
Kohn-Sham gap = 9.856 eV
SMILES string = COB(O)OC(=O)N(O)CCCO.ClCCCl.ClCCCl.ClCCCl

ORCA input file:
```
! RIJCOSX wB97M-V def2-TZVPD def2/J DEFGRID3
* xyz 0 1
C 0.59 1.16 2.65
O 1.16 1.92 1.53
B 0.98 1.17 0.23
O 2.05 1.48 -0.79
O -0.15 0.27 -0.03
C 0.23 -0.89 -0.86
O 0.65 -0.86 -2.13
N 0.07 -2.30 -0.26
O -1.05 -2.20 0.52
C 1.21 -2.54 0.73
C 2.70 -2.58 0.03
C 3.80 -2.50 1.28
O 4.85 -1.50 1.05
H 0.89 1.76 3.64
H -0.60 1.12 2.66
H 1.08 0.08 2.80
H 2.81 0.86 -0.59
H -1.10 -2.99 1.15
H 1.25 -1.72 1.57
H 1.03 -3.62 1.21
H 2.82 -3.59 -0.57
H 2.90 -1.72 -0.74
H 4.23 -3.60 1.47
H 3.26 -2.20 2.30
H 5.07 -1.14 1.96
Cl -3.60 -2.53 -6.12
C -2.39 -1.83 -5.02
C -1.00 -2.40 -5.26
Cl -0.89 -4.12 -4.77
H -2.73 -2.00 -3.99
H -2.38 -0.75 -5.20
H -0.27 -1.86 -4.66
H -0.71 -2.33 -6.31
Cl 0.08 4.47 4.28
C 1.29 5.17 5.38
C 2.68 4.60 5.15
Cl 2.79 2.89 5.63
H 0.95 5.00 6.41
H 1.30 6.25 5.20
H 3.41 5.15 5.75
H 2.97 4.68 4.10
Cl -4.38 1.76 -4.27
C -5.65 0.98 -3.29
C -5.12 0.50 -1.95
Cl -4.00 -0.87 -2.11
H -6.07 0.16 -3.87
H -6.43 1.73 -3.14
H -5.96 0.15 -1.33
H -4.61 1.30 -1.41
*
```